The following is a DFT calculation (ωB97M-V with the def2-TZVPD basis set) of a structure of composition C31H49BeN2O2P2.

The geometry in XYZ format:
```
87
Properties=species:S:1:pos:R:3:forces:R:3
C 1.9053 -1.8599 -0.7955 0.817 -1.159 -0.535
C 2.0599 0.3630 -1.5709 -0.406 0.885 0.457
C 2.9508 -2.2519 -1.6206 -0.549 -0.192 1.049
C 2.9546 -0.0625 -2.5879 0.449 -0.688 -0.206
C 3.4408 -1.3530 -2.5728 -0.545 0.894 -0.362
H 3.3703 -3.2448 -1.4800 -0.074 0.193 -0.191
H 3.3075 0.7008 -3.2777 0.131 -0.265 0.109
H 4.1766 -1.6816 -3.2940 0.067 0.092 -0.018
N 1.3641 -0.6216 -0.8590 -0.251 0.455 -0.087
P -0.2722 -2.3757 0.9128 0.600 -1.107 -0.122
P 1.2753 2.3914 0.2376 1.994 -0.200 -0.892
C 1.3652 -2.8758 0.2110 -0.056 0.043 -0.304
H 1.2683 -3.8589 -0.2794 0.165 0.331 0.237
H 2.0826 -3.0089 1.0441 -0.296 0.242 -0.471
C 1.9949 1.7504 -1.2711 -2.359 -1.150 -0.315
H 2.2230 2.4109 -2.1065 0.189 0.026 0.441
C -0.2362 3.4803 0.1949 -0.578 0.460 -0.080
C 2.8442 3.1858 0.8703 -0.129 0.590 0.294
C -1.4871 -3.4261 -0.1052 -0.100 -0.033 0.543
C -0.1159 -3.1013 2.6565 -0.265 0.093 0.026
C -1.4837 2.8160 0.8204 -0.076 -0.152 -0.050
H -1.3277 2.4876 1.8531 0.002 0.090 -0.173
H -2.2937 3.5639 0.8262 0.287 -0.190 -0.024
H -1.8373 1.9588 0.2467 0.084 0.190 0.139
C -0.0090 4.7471 1.0310 0.042 0.245 0.051
H 0.1678 4.4933 2.0827 -0.073 0.093 -0.252
H 0.8183 5.3617 0.6657 -0.178 -0.100 0.079
H -0.9244 5.3558 0.9961 0.223 -0.152 -0.063
C -0.5741 3.8424 -1.2612 0.003 0.143 -0.063
H -1.4200 4.5496 -1.2576 0.262 -0.203 -0.015
H 0.2695 4.3218 -1.7762 -0.191 -0.106 0.087
H -0.8774 2.9556 -1.8371 0.160 0.218 0.140
C 2.7319 3.6966 2.3117 0.147 0.124 0.126
H 2.2839 2.9391 2.9663 0.151 0.158 -0.043
H 3.7580 3.9021 2.6503 -0.350 0.024 0.133
H 2.1565 4.6246 2.3826 0.231 -0.254 0.059
C 3.9531 2.1076 0.8595 -0.080 -0.107 -0.215
H 3.6609 1.2377 1.4621 0.092 0.109 -0.105
H 4.2028 1.7723 -0.1548 -0.129 0.082 0.326
H 4.8598 2.5439 1.3018 -0.267 -0.064 -0.028
C 3.2378 4.3466 -0.0812 0.091 0.013 0.120
H 2.9682 4.1560 -1.1282 0.174 0.044 0.269
H 2.7892 5.3030 0.2237 0.145 -0.337 -0.090
H 4.3294 4.4624 -0.0339 -0.234 0.064 -0.066
C -1.4931 -3.0131 3.3249 -0.162 0.108 0.315
H -1.3880 -3.3183 4.3771 -0.026 0.067 -0.206
H -1.8851 -1.9829 3.3045 0.150 -0.569 -0.035
H -2.2235 -3.6934 2.8695 0.233 0.129 0.124
C 0.8961 -2.2448 3.4352 -0.135 0.200 0.055
H 1.9150 -2.3909 3.0550 -0.155 0.089 0.121
H 0.6577 -1.1756 3.3883 0.096 -0.325 0.052
H 0.8825 -2.5676 4.4891 0.036 0.081 -0.323
C 0.3884 -4.5524 2.7160 -0.037 -0.143 -0.044
H 0.4664 -4.8301 3.7784 0.082 0.129 -0.249
H -0.2898 -5.2729 2.2541 0.282 0.221 0.204
H 1.3812 -4.6635 2.2645 -0.160 -0.035 0.116
C -1.1413 -3.2728 -1.5943 -0.095 -0.071 0.063
H -1.9320 -3.7572 -2.1879 0.182 0.156 0.128
H -1.0756 -2.2259 -1.9031 0.081 -0.123 -0.071
H -0.1980 -3.7810 -1.8325 -0.203 0.214 -0.032
C -2.9055 -2.9149 0.1997 -0.289 0.024 -0.141
H -3.0233 -1.8530 -0.0145 -0.087 -0.577 0.254
H -3.6184 -3.4646 -0.4330 0.095 0.062 0.175
H -3.1825 -3.0749 1.2491 0.050 0.000 -0.365
C -1.4790 -4.9269 0.2208 -0.146 -0.153 -0.240
H -0.4834 -5.3745 0.1028 -0.243 0.053 0.120
H -1.8850 -5.1432 1.2192 0.208 0.092 -0.388
H -2.1461 -5.4265 -0.5010 0.190 0.126 0.154
Be -0.1218 -0.2925 -0.0004 0.936 -0.317 1.534
C 0.6394 0.9063 1.1697 -1.236 -0.828 0.614
O 0.8004 0.7716 2.3752 0.238 0.567 -0.673
N -1.7692 -0.1699 -0.5357 -4.868 1.189 -4.319
C -2.6850 -0.0108 -1.3171 6.860 -0.005 3.362
C -2.9777 0.4711 -2.6335 -1.327 0.053 -0.793
C -4.2794 0.6777 -3.1110 0.126 0.131 -0.245
C -1.8653 0.7312 -3.4587 0.249 -0.008 0.235
C -4.4594 1.1405 -4.4168 0.373 -0.069 -0.096
H -5.1276 0.4610 -2.4648 0.131 0.100 -0.192
C -2.0466 1.2213 -4.7423 -0.240 -0.340 0.030
H -0.8580 0.5215 -3.0959 -0.241 0.139 0.007
C -3.3434 1.3821 -5.2400 -0.229 -0.178 0.291
H -5.4653 1.2943 -4.8111 0.328 -0.101 0.155
H -1.1675 1.4069 -5.3613 -0.347 -0.041 0.121
H -3.4821 1.6367 -6.2916 -0.041 0.162 0.376
O -2.0827 0.0680 3.2161 0.080 0.567 0.535
H -2.6512 0.1915 3.9966 0.295 -0.021 -0.408
H -1.2077 0.4068 3.4843 -0.355 -0.198 -0.237
```
Forces are in eV/Å.

As for the HOMO-LUMO gap: 5.76 eV. The total charge is +1. As for the HOMO energy: -9.39 eV.

Atom charges from the Löwdin analysis, given in e for atoms 1 to 4:
1 C -0.30
2 C -0.32
3 C -0.05
4 C -0.04

The following is a DFT calculation (ωB97M-V with the def2-TZVPD basis set) of the molecule C5H7ClN2O.

The geometry in XYZ format:
```
16
Properties=species:S:1:pos:R:3:forces:R:3
C -1.1697 -0.0340 -0.1285 0.426 -0.158 0.662
C 0.3352 -1.5178 -0.8350 2.379 2.072 -0.352
C -0.4122 1.2041 -0.1644 -0.024 1.145 0.054
C 0.9309 1.1262 0.5230 2.481 -0.245 2.726
C 1.8335 0.2237 -0.3400 0.828 1.233 -0.667
N -2.8419 -1.4054 0.7953 -0.698 -1.934 2.828
N -2.0945 -0.5779 0.3503 0.938 0.966 -1.580
O 1.4809 -1.0841 -0.1559 -3.100 -3.877 0.019
Cl -0.0487 -3.0609 -0.3035 -0.267 -0.798 0.649
H -0.2266 1.4034 -1.2018 0.234 0.164 -0.759
H -0.9884 2.0520 0.1543 -0.512 0.337 0.533
H 1.5002 2.0995 0.7989 -1.395 -1.129 -1.183
H 0.9307 0.6452 1.5933 -0.534 0.595 -1.932
H 1.5108 0.4398 -1.4383 1.739 0.137 1.415
H 2.9351 0.1299 0.0298 -1.660 1.277 -1.298
H -3.6753 -1.6437 0.3225 -0.833 0.216 -1.116
```
Forces are in eV/Å.

As for the HOMO-LUMO gap: 7.81 eV. As for the HOMO energy: -7.56 eV.

Atom charges from the Löwdin analysis, given in e for atoms 1 to 4:
1 C -0.10
2 C -0.54
3 C -0.18
4 C -0.18

The following is a DFT calculation (ωB97M-V with the def2-TZVPD basis set) of a structure of composition C23H32O2S4Se2Y.

The geometry in XYZ format:
```
64
Properties=species:S:1:pos:R:3:forces:R:3
Y 0.0384 0.0630 0.3702 -0.450 -0.091 -0.428
C -1.4681 4.6608 0.1894 0.040 -0.048 -0.016
C -1.3973 3.8380 1.3043 -0.048 0.158 0.015
C -0.1744 3.3143 1.7033 -0.144 0.031 0.080
C 0.9820 3.6058 0.9862 -0.049 -0.153 -0.102
C 0.9041 4.3983 -0.1501 -0.026 0.028 -0.044
C -0.3188 4.9319 -0.5411 0.025 -0.011 0.011
H -2.4176 5.0807 -0.1154 0.001 0.009 0.002
H -2.2934 3.6232 1.8745 0.017 0.014 0.014
H -0.1179 2.7415 2.6206 0.023 0.000 0.038
H 1.9403 3.2226 1.3120 0.007 0.014 -0.013
H 1.7979 4.6100 -0.7214 -0.001 0.004 0.004
H -0.3699 5.5711 -1.4131 -0.007 -0.006 -0.001
C -0.8377 -2.7048 2.8495 -0.042 0.043 0.010
Se -1.3957 -0.8366 2.8993 -0.051 -0.001 0.022
C -0.2928 -0.2798 4.4066 0.041 0.037 0.140
C 1.1998 -0.4451 4.1941 -0.075 -0.164 0.095
Se 1.8282 0.8369 2.8873 -0.103 0.128 -0.240
C 3.6339 0.1802 2.6712 0.124 0.110 -0.020
H -0.8851 -3.0840 3.8675 -0.010 -0.009 -0.003
H 0.1607 -2.7933 2.4315 -0.003 0.003 -0.016
H -1.5646 -3.2167 2.2266 0.027 -0.046 -0.007
H -0.6352 -0.8631 5.2608 0.022 -0.039 -0.016
H -0.5607 0.7597 4.6014 0.008 0.002 -0.003
H 1.4579 -1.4431 3.8415 -0.014 0.003 -0.013
H 1.7217 -0.2658 5.1340 0.016 0.043 -0.017
H 4.1654 0.3615 3.6014 0.022 -0.051 -0.003
H 4.0838 0.7700 1.8752 -0.034 -0.012 -0.025
H 3.6184 -0.8655 2.3889 -0.028 -0.013 0.024
C -4.0446 -0.9164 -0.4498 -0.207 0.094 -0.114
C -3.8945 0.5629 -0.1112 -0.219 -0.040 0.165
S -2.4523 1.4472 -0.7166 0.282 0.112 0.227
C -2.5831 1.4306 -2.5136 -0.052 0.059 -0.234
C -2.3726 0.1119 -3.2555 -0.286 0.188 -0.008
S -0.8107 -0.6467 -2.7922 0.231 0.196 0.076
C -1.2405 -2.3801 -2.7103 -0.098 -0.282 0.059
C -2.3714 -2.7856 -1.7567 -0.115 -0.025 -0.173
S -2.5469 -1.8903 -0.1860 0.217 0.005 0.180
H -4.3650 -1.0387 -1.4822 0.055 -0.014 0.003
H -4.8481 -1.3219 0.1664 0.046 -0.019 0.043
H -3.8436 0.6975 0.9726 0.068 -0.018 -0.015
H -4.7897 1.0998 -0.4325 0.030 0.001 -0.052
H -1.8369 2.1637 -2.8291 0.050 -0.042 0.051
H -3.5539 1.8615 -2.7680 -0.012 -0.043 0.014
H -2.3957 0.3317 -4.3243 0.080 -0.024 0.000
H -3.1987 -0.5700 -3.0657 0.071 -0.045 0.039
H -0.3122 -2.8628 -2.4157 0.024 0.065 0.031
H -1.4906 -2.7567 -3.7041 -0.009 0.070 -0.016
H -2.2594 -3.8415 -1.5126 0.048 0.019 0.055
H -3.3415 -2.7017 -2.2471 0.015 0.016 0.003
O 1.9972 -1.8209 1.1472 0.089 -0.020 0.217
C 1.7314 -1.8862 -0.0510 -0.366 0.062 -0.100
O 0.4736 -1.8646 -0.4256 0.485 -0.284 0.004
C 2.7416 -1.7417 -1.1332 -0.006 -0.157 0.093
C 3.5275 -2.8092 -1.5417 0.044 0.081 -0.120
C 4.4386 -2.6316 -2.5721 -0.032 -0.012 0.027
C 4.5602 -1.3830 -3.1660 0.019 -0.022 0.010
C 3.7911 -0.3132 -2.7337 0.037 0.067 -0.058
C 2.8646 -0.4727 -1.7083 -0.103 0.094 0.070
S 1.9623 0.9625 -1.1177 0.367 -0.086 0.019
H 3.4235 -3.7725 -1.0582 -0.011 0.003 0.002
H 5.0484 -3.4603 -2.9053 0.009 0.013 -0.002
H 5.2723 -1.2339 -3.9672 -0.010 -0.001 -0.002
H 3.9160 0.6609 -3.1889 -0.028 0.003 0.017
```
Forces are in eV/Å.

As for the HOMO-LUMO gap: 7.74 eV. The total charge is +1. As for the HOMO energy: -10.14 eV.

Atom charges from the Löwdin analysis, given in e for atoms 1 to 4:
1 Y 0.97
2 C -0.11
3 C -0.14
4 C -0.17